A 5-piece molecular cluster, CH11NO6 overall in a non-equilibrium geometry. Source: the Open Molecules 2025 dataset; level of theory: ωB97M-V/def2-TZVPD.

Output
- E_tot (a.u.) = -550.946757
- HOMO energy (eV) = -10.44
- charge = 0
- SMILES = NC(=O)O.O.O.O.O

```
19
Properties=species:S:1:pos:R:3:forces:R:3:mulliken_charge:R:1
O -0.83274 1.70299 0.16222 -0.073 -0.024 0.417 -0.6125
O -0.40530 -0.38793 -2.09360 -0.222 0.037 -0.090 -0.6628
O 1.18628 -0.29221 2.45415 -0.002 0.295 0.086 -0.5986
O -2.39311 -0.71134 -0.21617 -0.109 0.032 -0.123 -0.6758
O 2.06873 1.42075 -1.07780 0.337 -0.101 0.174 -0.6640
O -0.04991 -1.98222 1.62439 0.056 0.342 -0.012 -0.4789
N 1.39027 -0.91053 0.26560 0.524 0.720 0.478 -0.3579
C 0.87780 -0.98062 1.50866 -0.367 -0.906 -0.188 0.5471
H -1.04599 -0.86256 -1.53475 0.069 -0.110 0.156 0.3689
H 0.89722 -1.25309 -0.54125 0.003 -0.108 0.091 0.2317
H -0.36219 -1.90837 2.53541 0.031 -0.134 0.068 0.3334
H -2.03148 0.16852 -0.00427 -0.117 -0.149 0.242 0.3755
H 1.22633 1.05344 -1.37214 -0.186 0.283 -0.318 0.3161
H 2.17712 2.30786 -1.42842 -0.246 -0.080 -0.082 0.3045
H -0.17620 1.20108 0.66509 0.205 -0.010 -0.160 0.3645
H -0.98470 0.29212 -2.45429 0.224 0.137 -0.220 0.2854
H -2.52410 -1.19665 0.60622 0.175 0.196 -0.106 0.2910
H 2.00221 -0.10225 0.14578 -0.176 -0.464 -0.257 0.3687
H -1.02022 2.44101 0.75518 -0.125 0.044 -0.156 0.2639
```
Positions in Å, forces in eV/Å.